A structure of composition C4H8EuF3O5S in a non-equilibrium geometry, computed with ωB97M-V/def2-TZVPD.

XYZ file:
```
22
Properties=species:S:1:pos:R:3
Eu -2.295 1.242 0.563
S 1.590 0.468 0.783
F 2.592 2.900 0.954
F 0.823 2.719 -0.272
F 2.715 2.008 -1.006
O 2.517 0.445 2.048
O -0.059 0.472 1.184
O -2.527 -0.955 0.841
O -2.707 -0.226 -1.259
O 1.888 -0.517 -0.234
C -2.770 -1.413 -0.413
C -2.882 -0.363 -2.654
C 1.977 2.159 0.067
C 3.282 -0.752 2.364
H -1.913 -0.251 -3.160
H 3.301 -0.775 3.456
H -3.331 -1.337 -2.893
H -3.773 -1.858 -0.557
H -3.541 0.454 -2.965
H -1.980 -2.100 -0.771
H 2.821 -1.679 2.011
H 4.273 -0.642 1.915
```

Computed properties:
HOMO level (alpha / beta) = -17.782 / -17.956 eV
total energy = -52811.465 eV
spin multiplicity = 7
Kohn-Sham gap (alpha / beta) = 5.917 / 9.407 eV
total charge = +2

***

The molecule CHN3O3S in a non-equilibrium geometry, computed with ωB97M-V/def2-TZVPD.

XYZ file:
```
9
Properties=species:S:1:pos:R:3
S -0.831 1.093 0.953
O 0.112 -1.370 0.641
O -0.014 -1.500 -1.861
O -0.531 0.596 -2.160
N -0.249 -0.389 -1.588
N 1.693 2.029 1.864
N -0.216 -0.162 0.087
C 0.659 1.710 1.498
H -0.621 -2.007 0.566
```

Computed properties:
energy relative to the best compared isomer or geometry (same formula, charge and spin) = 713.5 kJ/mol
SMILES = N#CSN(O)[N+](=O)[O-]
HOMO level = -10.464 eV
total energy = -22494.140 eV
spin multiplicity = 1
Kohn-Sham gap = 10.119 eV

***

A cluster of 2 separate species, C2H4O2 in total in a non-equilibrium geometry, computed with ωB97M-V/def2-TZVPD.

XYZ file:
```
8
Properties=species:S:1:pos:R:3
O -3.779 -5.150 -4.072
O 4.828 -2.578 4.648
C 4.803 -2.706 3.413
C -4.085 -4.364 -3.218
H 5.525 -3.389 2.904
H 4.258 -1.978 2.767
H -3.363 -4.139 -2.398
H -5.056 -3.813 -3.198
```

Computed properties:
energy relative to the best compared isomer or geometry (same formula, charge and spin) = 248.5 kJ/mol
SMILES = C=O.C=O
HOMO level = -10.316 eV
total energy = -6231.732 eV
spin multiplicity = 1
Kohn-Sham gap = 10.863 eV

***

A cluster of 2 separate species, C3H9NO in total in a non-equilibrium geometry, computed with ωB97M-V/def2-TZVPD.

XYZ file:
```
14
Properties=species:S:1:pos:R:3
O 2.025 -2.940 1.292
N -1.672 1.256 -1.588
C 2.467 -1.846 0.975
C -0.675 0.093 0.412
C -0.965 1.401 -0.318
H -1.569 -0.451 0.660
H -1.144 0.880 -2.411
H -0.023 0.333 1.277
H 2.393 -1.599 -0.088
H 3.102 -1.174 1.557
H 0.013 -0.638 -0.135
H -2.388 0.535 -1.427
H -0.045 2.015 -0.524
H -1.520 2.136 0.318
```

Computed properties:
energy relative to the best compared isomer or geometry (same formula, charge and spin) = 267.9 kJ/mol
HOMO level (alpha / beta) = -13.117 / -13.116 eV
total energy = -6783.532 eV
spin multiplicity = 2
Kohn-Sham gap (alpha / beta) = 9.265 / 3.568 eV
total charge = +1

***

A cluster of 12 separate species, H24O12 in total in a non-equilibrium geometry, computed with ωB97M-V/def2-TZVPD.

XYZ file:
```
36
Properties=species:S:1:pos:R:3
O -1.276 0.279 2.936
O 1.273 1.354 -3.459
O 0.484 -2.520 -1.849
O -1.397 -0.044 -2.593
O -2.961 0.665 0.579
O -1.466 -2.363 0.651
O 1.213 2.458 -1.136
O 0.101 0.194 -0.357
O 3.589 -2.254 -1.178
O 1.565 -1.745 0.847
O -2.233 3.481 -0.114
O 1.651 0.246 2.808
H -2.753 0.145 1.355
H -0.461 0.397 0.391
H 1.650 -1.334 1.707
H -3.788 1.098 0.794
H -0.760 -2.870 1.052
H 0.755 -0.412 -0.008
H -1.949 -0.399 2.868
H 1.937 1.043 2.361
H 0.328 -1.954 -1.093
H 0.988 1.581 -0.823
H -2.288 2.542 0.059
H 1.313 2.978 -0.339
H 0.736 0.414 3.034
H 2.658 -2.068 -1.298
H 0.241 -3.396 -1.548
H 1.703 -2.678 1.012
H 1.472 1.488 -2.532
H -0.863 0.056 -1.805
H -1.610 0.884 3.598
H -0.969 0.510 -3.246
H -2.968 3.858 0.370
H 3.858 -1.680 -0.461
H -1.750 -1.763 1.340
H 1.977 1.807 -3.924
```

Computed properties:
energy relative to the best compared isomer or geometry (same formula, charge and spin) = 248.3 kJ/mol
SMILES = O.O.O.O.O.O.O.O.O.O.O.O
HOMO level = -9.447 eV
total energy = -24959.121 eV
spin multiplicity = 1
Kohn-Sham gap = 8.432 eV

***

A structure of composition C25H38F5MnO15S in a non-equilibrium geometry, computed with ωB97M-V/def2-TZVPD.

XYZ file:
```
85
Properties=species:S:1:pos:R:3
Mn -3.243 17.312 6.483
S -0.793 16.389 8.789
F 1.976 16.796 8.458
F -2.182 18.950 5.656
F -4.429 18.276 7.850
F 0.798 18.652 8.089
F 0.996 17.776 10.129
O -3.992 15.341 7.003
O -5.312 18.366 14.680
O -4.647 17.041 12.927
O -0.617 14.471 3.932
O -1.963 15.900 5.144
O 1.098 20.366 3.603
O -2.677 12.951 12.418
O -0.960 21.136 3.953
O -0.259 15.090 8.279
O -0.617 12.455 13.311
O 4.526 12.136 9.194
O -1.337 16.330 10.110
O -3.807 14.232 8.811
O -1.764 16.964 7.805
O 3.745 11.338 7.181
C -3.559 14.398 7.574
C -2.613 12.343 8.226
C 2.068 20.671 5.723
C -1.117 14.838 12.912
C 0.449 13.285 13.931
C -4.137 19.437 12.763
C -2.788 13.172 6.987
C -0.386 16.811 3.564
C 4.985 10.887 9.654
C 3.278 13.557 7.800
C 0.855 17.480 8.815
C -3.499 18.721 11.557
C 6.139 10.904 10.651
C 0.105 14.789 13.766
C 3.765 12.161 8.099
C -3.282 13.098 9.355
C 0.378 16.117 2.505
C 2.165 19.894 4.415
C -1.146 15.694 4.215
C 0.601 20.909 5.895
C -4.737 18.301 13.565
C 0.438 14.657 2.954
C 0.144 20.855 4.425
C -1.525 13.319 12.771
C -3.968 17.235 11.668
H 0.592 13.222 15.009
H 3.071 20.141 3.862
H 2.757 21.506 5.593
H 6.893 11.483 10.118
H -1.940 15.478 13.229
H 1.376 16.557 2.503
H 6.534 9.910 10.863
H -2.422 18.893 11.537
H -3.391 12.674 6.228
H 2.689 14.016 8.595
H -4.920 20.159 12.531
H -4.021 12.541 9.931
H 2.733 13.599 6.857
H -2.806 11.272 8.291
H 1.368 12.867 13.520
H 4.199 14.100 7.590
H -3.189 16.490 11.503
H -1.878 13.611 6.578
H 2.102 18.809 4.503
H -3.480 19.811 13.548
H -0.119 16.221 1.541
H 0.234 17.316 4.305
H -1.591 12.343 8.607
H -2.537 13.522 10.029
H 5.860 11.482 11.532
H 2.486 19.985 6.460
H 5.390 10.355 8.792
H -1.096 17.556 3.206
H -0.962 15.379 11.978
H 1.350 14.389 3.489
H -3.989 19.208 10.714
H 0.828 15.439 13.274
H -4.650 16.903 10.885
H 0.268 19.972 6.342
H -0.039 15.142 14.787
H 0.263 14.045 2.070
H 0.355 21.844 6.398
H 4.173 10.316 10.104
```

Computed properties:
HOMO level (alpha / beta) = -5.363 / -6.579 eV
total energy = -112999.665 eV
spin multiplicity = 6
Kohn-Sham gap (alpha / beta) = 7.293 / 8.509 eV
total charge = -1

***

A structure of composition C13H13FeN2O9 in a non-equilibrium geometry, computed with ωB97M-V/def2-TZVPD.

XYZ file:
```
38
Properties=species:S:1:pos:R:3
Fe 0.345 1.502 1.050
O 0.653 -7.248 -0.282
O 0.528 3.270 1.594
O 1.598 2.153 -0.558
O -3.357 0.325 0.538
O -1.420 1.107 1.357
O -0.103 -0.386 -0.588
O 1.210 -0.198 1.162
O 2.244 -7.002 1.153
O -0.621 4.995 2.439
N -1.216 2.979 -0.519
N 1.375 -6.569 0.421
C 0.813 2.311 -1.765
C -0.499 4.117 1.634
C 0.620 -0.920 0.253
C -0.241 3.359 -1.526
C 1.183 -5.102 0.383
C 1.984 -4.309 1.183
C 0.037 -3.212 -0.487
C 0.829 -2.393 0.310
C -2.165 1.905 -0.778
C 1.797 -2.938 1.146
C 0.208 -4.584 -0.451
C -1.540 3.938 0.527
C -2.381 1.012 0.441
H -0.730 3.565 -2.491
H 0.395 1.332 -1.966
H 2.396 -2.284 1.763
H -0.709 -2.761 -1.125
H -3.162 2.283 -1.025
H -1.808 1.284 -1.599
H -0.394 -5.251 -1.049
H -1.699 4.933 0.099
H 0.224 4.292 -1.200
H 2.730 -4.766 1.816
H -2.470 3.637 1.009
H 1.455 2.596 -2.599
H 1.891 3.028 -0.269
```

Computed properties:
energy relative to the best compared isomer or geometry (same formula, charge and spin) = 88.2 kJ/mol
HOMO level (alpha / beta) = -9.624 / -9.692 eV
total energy = -69485.620 eV
spin multiplicity = 6
Kohn-Sham gap (alpha / beta) = 8.698 / 7.563 eV

***

The molecule C5H6ClF3N2O in a non-equilibrium geometry, computed with ωB97M-V/def2-TZVPD.

XYZ file:
```
18
Properties=species:S:1:pos:R:3
Cl -0.049 3.612 -1.905
F 0.930 -3.545 -0.448
F 1.063 -2.955 -2.475
F -0.851 -2.653 -1.398
O 1.555 -0.519 -1.827
N 0.802 0.647 0.537
N 0.389 -0.650 0.142
C 0.153 1.854 -1.562
C 0.453 -2.588 -1.296
C 0.642 1.733 -0.170
C 0.915 -1.128 -1.009
C -0.367 -1.378 1.086
H -0.841 1.419 -1.572
H 0.034 -2.411 0.941
H 0.842 1.409 -2.341
H 0.108 -1.011 1.974
H -1.357 -1.337 0.803
H 0.934 2.652 0.269
```

Computed properties:
energy relative to the best compared isomer or geometry (same formula, charge and spin) = 31.1 kJ/mol
HOMO level (alpha / beta) = -5.987 / -10.467 eV
total energy = -30979.075 eV
spin multiplicity = 3
Kohn-Sham gap (alpha / beta) = 6.524 / 7.392 eV

***

A structure of composition C4H6O2, computed with ωB97M-V/def2-TZVPD.

XYZ file:
```
12
Properties=species:S:1:pos:R:3
O -0.376 1.291 1.081
O 0.929 -0.867 -2.099
C 0.604 0.303 -2.190
C 0.016 0.695 -0.028
C -0.654 0.043 1.780
C -0.010 -0.687 0.599
H -0.178 0.006 2.761
H 1.318 1.142 -2.109
H 1.023 -1.003 0.784
H -0.522 -1.492 0.067
H -1.737 -0.048 1.861
H -0.412 0.616 -2.506
```

Computed properties:
energy relative to the best compared isomer or geometry (same formula, charge and spin) = 465.6 kJ/mol
HOMO level = -9.035 eV
total energy = -8335.636 eV
spin multiplicity = 1
Kohn-Sham gap = 9.620 eV

***

A structure of composition C41H84BBr22I2O4PSi in a non-equilibrium geometry, computed with ωB97M-V/def2-TZVPD.

XYZ file:
```
156
Properties=species:S:1:pos:R:3
I -3.761 -5.156 -3.825
I -1.131 -7.625 -3.198
Br 6.140 -11.026 -3.482
Br -2.051 0.662 -5.519
Br -1.979 3.772 2.450
Br 5.963 -3.293 -2.107
Br 2.948 -9.380 -4.442
Br -7.281 12.212 2.682
Br -1.160 2.159 -2.043
Br -3.044 10.433 5.546
Br 0.329 4.963 -0.261
Br 0.360 11.749 3.647
Br -5.081 16.002 1.326
Br -4.535 10.237 1.109
Br 8.506 -7.789 -5.870
Br -1.115 -4.573 7.542
Br 5.466 0.207 -3.230
Br -0.911 7.281 2.641
Br -4.613 -3.611 6.937
Br -5.716 15.163 -2.189
Br -0.245 -2.546 -5.390
Br -2.668 13.424 2.486
Br 5.339 -6.212 -6.902
Br -4.399 7.149 6.565
P 0.491 -5.366 -1.175
Si 2.481 -9.072 0.362
O 2.834 -7.490 0.008
O -0.210 -0.162 3.455
O 0.825 -1.944 4.378
O -0.782 -4.019 1.093
C -6.059 11.140 0.304
C -2.093 -3.420 -1.999
C -5.946 17.068 -0.049
C 2.757 -0.976 -0.383
C -1.100 -5.689 -2.364
C 2.056 -5.216 0.041
C 6.893 -6.684 -7.971
C 0.522 -0.277 2.223
C -5.315 8.842 6.273
C -1.457 -6.438 0.871
C -6.374 12.450 0.977
C -2.080 -4.810 -2.600
C -1.563 13.841 4.027
C 2.385 -6.445 0.866
C 1.277 -2.662 -1.563
C 7.112 -0.784 -2.920
C 1.692 1.169 0.512
C 0.528 1.061 1.499
C -2.390 -3.731 8.742
C 0.727 -9.529 -0.127
C 1.638 0.046 -0.552
C -2.155 -2.205 -5.527
C 6.999 -2.219 -3.355
C 5.092 -11.187 -5.108
C -2.468 5.142 3.740
C -3.779 -4.280 8.561
C 1.168 -4.039 -2.252
C -0.526 3.851 -2.758
C 4.485 -9.874 -5.525
C -2.628 6.483 3.077
C -0.174 -1.265 4.235
C 2.772 -9.480 2.175
C -2.455 -1.023 -6.406
C -1.488 -1.560 4.879
C -4.745 9.603 5.108
C 3.638 -10.097 -0.676
C -0.096 13.635 3.748
C -6.792 16.217 -0.959
C 2.699 -2.153 -1.369
C 0.718 4.315 -2.048
C 7.508 -7.984 -7.525
B -0.647 -5.190 0.396
H -3.787 -5.363 8.491
H 1.567 2.130 0.011
H -6.354 8.581 6.083
H 3.130 -1.829 -2.317
H -2.464 -6.102 1.136
H 1.551 -6.776 1.502
H 0.137 -8.623 -0.272
H 3.326 -2.948 -0.972
H 5.786 -11.538 -5.868
H 3.566 -9.822 -1.726
H 6.533 -6.769 -8.993
H 3.493 -10.286 2.298
H 0.739 -10.088 -1.063
H -2.345 -2.665 8.547
H -1.565 -7.195 0.093
H -3.112 7.181 3.756
H 4.105 -9.947 -6.542
H -3.188 6.425 2.149
H -2.585 -3.112 -5.941
H -1.349 4.551 -2.658
H -2.092 -3.436 -0.911
H -0.996 -6.887 1.753
H 5.186 -9.048 -5.456
H 1.996 -4.369 0.735
H -5.772 11.320 -0.729
H 1.832 -9.807 2.625
H 0.915 -6.668 -1.459
H 7.587 -5.855 -7.896
H -1.699 5.146 4.505
H -7.401 15.512 -0.403
H 2.152 -4.354 -2.603
H -0.389 1.123 0.905
H 0.745 -2.654 -0.610
H -1.758 14.883 4.272
H 0.217 14.072 2.806
H 1.528 -0.651 2.414
H -1.880 -1.037 -7.326
H 0.540 -3.956 -3.136
H -4.423 -3.960 9.376
H -2.515 -2.068 -4.513
H 0.035 -3.527 1.213
H 0.652 -0.418 -0.473
H -3.412 4.819 4.173
H -0.004 -1.021 1.615
H -0.318 3.676 -3.811
H 3.691 -0.436 -0.567
H -2.078 -2.201 4.223
H -5.403 10.419 4.828
H -5.156 17.587 -0.581
H 3.356 -11.142 -0.526
H -1.924 13.204 4.828
H 0.228 -10.104 0.653
H -2.029 -3.933 9.747
H -3.517 -0.986 -6.636
H -6.891 10.445 0.335
H 7.339 -0.690 -1.863
H 6.760 -8.750 -7.350
H -4.572 8.974 4.241
H 1.171 5.145 -2.586
H -5.486 13.039 1.177
H 3.203 -6.192 1.550
H 6.518 -2.318 -4.323
H 1.688 0.474 -1.555
H -1.251 -2.825 -2.358
H -1.309 -2.101 5.806
H -7.063 13.029 0.367
H 4.656 -9.982 -0.304
H 0.514 1.879 2.219
H 2.814 -1.343 0.645
H 0.749 -1.945 -2.197
H 1.444 3.516 -1.934
H 7.983 -2.681 -3.387
H -2.991 -2.882 -2.298
H 0.496 14.054 4.558
H -7.430 16.840 -1.580
H 8.224 -8.337 -8.262
H -5.243 9.396 7.203
H -6.571 17.788 0.474
H 7.872 -0.272 -3.505
H 4.340 -11.946 -4.924
H 3.090 -8.612 2.756
H -2.051 -0.653 5.083
H 2.936 -5.033 -0.583
H 2.649 1.137 1.037
```

Computed properties:
energy relative to the best compared isomer or geometry (same formula, charge and spin) = 0.0 kJ/mol
HOMO level = -7.501 eV
total energy = -1627051.424 eV
spin multiplicity = 1
Kohn-Sham gap = 7.846 eV

***

A structure of composition C21H49GeN5OSeSr in a non-equilibrium geometry, computed with ωB97M-V/def2-TZVPD.

XYZ file:
```
79
Properties=species:S:1:pos:R:3
Sr 0.597 -0.103 -0.650
Se 0.330 -0.605 -3.354
Ge 2.325 -2.223 -5.496
O -0.764 -1.798 -0.356
N 2.520 0.862 -1.480
N -0.487 0.085 1.911
N 2.230 -0.878 1.242
N -2.820 -2.664 -0.490
N -0.066 2.221 -0.478
C -0.766 2.958 0.590
C -1.394 -1.064 -4.052
C 1.197 2.868 -0.842
C 3.934 -1.137 -5.069
C -1.517 -2.729 -0.712
C 3.664 -0.627 1.013
C -0.975 -3.944 -1.414
C -2.491 -5.853 -0.628
C -1.097 -5.230 -0.586
C -3.807 -3.686 -0.802
C 1.918 2.107 -1.944
C -0.929 1.336 2.559
C 0.341 -0.758 2.781
C 3.948 0.811 0.568
C -3.583 -4.977 -0.015
C -0.271 2.591 1.990
C 1.212 -1.390 -6.905
C 2.700 -4.114 -5.913
C 1.818 -0.455 2.585
C 3.884 1.010 -0.947
C 1.273 -2.261 -3.748
H -3.786 -3.901 -1.875
H -1.325 -0.451 1.711
H 3.677 -0.136 -4.727
H -0.656 2.294 -1.305
H 0.396 -2.051 -7.188
H -1.795 -1.911 -3.498
H -2.753 -6.071 -1.666
H -3.345 -4.733 1.021
H -0.713 1.292 3.632
H 0.800 -0.426 -6.611
H 1.975 0.622 2.679
H 1.957 -2.479 -2.924
H 0.504 -3.031 -3.772
H 4.951 1.090 0.893
H -0.796 -5.030 0.444
H -1.500 -4.087 -2.362
H 3.239 1.479 1.057
H 0.163 -1.806 2.513
H -0.388 -5.950 -0.997
H -2.454 -6.803 -0.095
H 2.580 0.262 -2.299
H 4.227 -0.835 1.934
H 2.120 -1.892 1.239
H 1.817 -1.226 -7.791
H -4.518 -5.539 -0.012
H -0.644 4.038 0.440
H 4.555 -1.615 -4.315
H 1.199 1.874 -2.739
H 1.779 -4.652 -6.120
H 4.026 -1.321 0.248
H 0.811 2.460 1.984
H 1.019 3.894 -1.186
H 1.834 2.910 0.041
H 0.080 -3.754 -1.617
H 3.318 -4.164 -6.802
H -2.010 1.445 2.444
H 0.081 -0.607 3.836
H 3.220 -4.631 -5.112
H 4.554 0.282 -1.414
H -1.263 -1.328 -5.098
H -2.072 -0.218 -3.967
H 4.282 2.003 -1.184
H -1.834 2.733 0.522
H 2.676 2.767 -2.383
H -4.786 -3.271 -0.572
H 4.535 -1.030 -5.966
H 2.405 -0.973 3.357
H -3.149 -1.848 0.014
H -0.509 3.420 2.657
```

Computed properties:
HOMO level = -13.979 eV
total energy = -154757.973 eV
spin multiplicity = 1
Kohn-Sham gap = 9.083 eV
total charge = +2

***

A structure of composition C2H5NO in a non-equilibrium geometry, computed with ωB97M-V/def2-TZVPD.

XYZ file:
```
9
Properties=species:S:1:pos:R:3
O 0.517 -1.000 0.817
N 0.001 -0.074 -1.416
C 0.083 -0.118 -0.157
C -0.500 1.128 0.511
H 0.263 1.901 0.487
H 0.817 -0.520 -1.853
H -0.898 0.960 1.506
H -0.295 -1.354 0.205
H -1.324 1.465 -0.119
```

Computed properties:
energy relative to the best compared isomer or geometry (same formula, charge and spin) = 315.3 kJ/mol
HOMO level = -10.144 eV
total energy = -5689.962 eV
spin multiplicity = 1
Kohn-Sham gap = 10.863 eV